# 1
{"formula": "C20H20IN6O6RhS2", "method": "wB97M-V/def2-TZVPD", "mol_weight_g_mol": 734.4, "orbital_gap_ev": [8.07, 9.06], "multiplicity": 2, "total_charge": 1, "species": ["H", "C", "O", "N", "H", "H", "C", "C", "O", "H", "H", "O", "N", "Rh", "C", "H", "C", "O", "C", "H", "H", "H", "C", "H", "H", "C", "O", "H", "S", "H", "C", "H", "I", "H", "C", "C", "N", "N", "C", "C", "C", "S", "H", "N", "H", "O", "H", "N", "C", "H", "H", "C", "C", "C", "C", "C"], "positions_angstrom": [[-0.650, 0.418, -2.756], [3.474, -0.683, 0.170], [-4.723, 3.539, 1.251], [-0.440, 1.239, -3.313], [1.086, -2.971, 2.171], [2.542, 3.370, 0.249], [0.579, 2.029, -2.939], [-1.906, 1.447, 0.107], [-3.346, -0.196, -0.773], [-2.104, -0.397, 2.214], [-0.409, -4.980, 2.396], [0.328, -0.636, 2.005], [-0.633, 1.786, 0.258], [0.668, 0.073, -0.227], [-2.207, -3.788, 2.413], [-1.084, -2.879, -0.622], [2.848, -1.897, -0.317], [-4.981, 1.587, 0.224], [0.009, -2.907, 2.220], [0.184, 3.527, 0.951], [3.078, 3.246, 1.945], [1.926, 3.389, -3.867], [4.767, -0.432, 0.474], [-0.999, 1.443, -4.122], [4.385, -3.456, -0.317], [3.253, 1.439, 0.815], [1.240, 1.803, -1.923], [-2.137, 4.389, 1.483], [4.937, 1.180, 1.012], [-0.677, -2.622, -2.299], [0.999, -2.941, -1.030], [-0.570, -4.257, -1.620], [0.071, 4.974, -2.813], [-3.748, -2.277, 2.416], [2.587, 2.723, 1.127], [-0.835, -3.988, 2.347], [-0.662, 3.001, 0.819], [-0.481, -1.651, 2.162], [-2.192, 0.162, -0.585], [-2.690, -2.490, 2.364], [-2.763, 2.438, 0.620], [2.167, -4.199, -1.058], [1.585, 2.450, 1.426], [1.501, -1.792, -0.634], [5.616, -1.091, 0.394], [-1.147, -0.458, -1.028], [0.405, 3.194, -4.765], [2.619, 0.388, 0.369], [-1.913, 3.427, 1.052], [-2.884, -4.625, 2.509], [-4.425, 0.903, -0.225], [0.855, 3.242, -3.778], [-4.251, 2.574, 0.710], [-0.415, -3.199, -1.415], [-1.809, -1.437, 2.246], [3.372, -3.130, -0.491]], "mulliken_spin": [0.00, 0.02, 0.00, 0.00, 0.00, 0.00, -0.01, 0.02, 0.00, 0.00, 0.00, 0.04, 0.03, 0.80, 0.02, 0.00, -0.02, 0.00, 0.02, 0.00, 0.00, 0.00, 0.00, 0.00, 0.00, 0.01, 0.06, 0.00, 0.00, 0.00, -0.01, 0.00, 0.00, 0.00, 0.00, -0.01, 0.01, 0.00, -0.03, -0.01, -0.01, 0.00, 0.00, 0.06, 0.00, -0.01, 0.00, -0.02, 0.00, 0.00, 0.00, 0.01, 0.00, 0.00, 0.02, 0.00]}

***

# 2
{"formula": "C3H6N2OS", "method": "wB97M-V/def2-TZVPD", "mol_weight_g_mol": 118.2, "orbital_gap_ev": 8.90, "multiplicity": 1, "smiles": "N[S@]1(=O)=CCN=C1", "species": ["S", "H", "C", "N", "H", "H", "H", "O", "H", "N", "C", "C", "H"], "positions_angstrom": [[-0.968, -0.186, -0.046], [-2.396, 1.703, -0.193], [0.217, -0.220, 1.115], [-1.421, 1.464, -0.307], [2.335, 0.323, 0.673], [1.926, -1.607, 0.805], [0.047, -0.028, 2.144], [-2.203, -0.981, -0.115], [0.088, -0.733, -2.427], [1.429, -0.727, -0.956], [1.544, -0.546, 0.457], [0.314, -0.511, -1.465], [-0.912, 2.049, 0.316]], "lowdin_charge": [0.82, 0.05, -0.32, -0.11, 0.15, 0.15, 0.05, -0.39, 0.06, -0.03, -0.33, -0.13, 0.03]}

***

# 3
{"formula": "C3H11N3O", "method": "wB97M-V/def2-TZVPD", "mol_weight_g_mol": 105.1, "orbital_gap_ev": 9.69, "multiplicity": 1, "smiles": "CCN(N)N.C=O", "species": ["H", "H", "H", "N", "H", "H", "H", "C", "H", "H", "H", "N", "O", "C", "C", "N", "H", "H"], "positions_angstrom": [[-2.143, -0.012, -1.091], [-1.546, -2.392, 0.133], [2.833, 0.633, -0.721], [-1.457, 1.130, 0.882], [-1.347, 2.102, 0.595], [-1.076, 1.065, -1.659], [0.811, 1.878, -0.187], [-0.589, -2.209, 0.648], [-1.201, 1.076, 1.870], [2.107, -0.879, -0.291], [1.522, -0.011, -1.746], [-1.143, 0.179, -1.162], [0.454, -2.786, 0.270], [1.876, 0.100, -0.717], [0.886, 0.841, 0.160], [-0.604, 0.273, 0.137], [1.248, 0.857, 1.192], [-0.629, -1.844, 1.688]], "lowdin_charge": [0.08, 0.08, 0.07, 0.01, 0.06, 0.07, 0.09, -0.16, 0.08, 0.06, 0.07, 0.02, -0.08, -0.11, -0.19, -0.34, 0.10, 0.07]}

***

# 4
{"formula": "C29H42ClN3OPS2", "method": "wB97M-V/def2-TZVPD", "mol_weight_g_mol": 579.2, "orbital_gap_ev": 5.49, "multiplicity": 1, "total_charge": -1, "species": ["C", "N", "C", "H", "C", "H", "S", "H", "S", "H", "H", "H", "C", "C", "O", "H", "C", "C", "H", "H", "H", "C", "H", "H", "H", "C", "C", "H", "H", "H", "H", "H", "H", "Cl", "C", "C", "H", "C", "C", "C", "H", "H", "H", "H", "C", "H", "C", "H", "C", "H", "C", "H", "C", "H", "H", "P", "H", "C", "C", "H", "H", "H", "C", "H", "N", "C", "C", "C", "H", "C", "H", "H", "H", "C", "H", "H", "N", "H", "C"], "positions_angstrom": [[-4.051, -1.623, 0.410], [5.499, -0.559, -3.606], [-3.601, -4.451, 1.568], [-4.242, -0.547, 0.093], [-2.768, 0.089, -2.180], [2.113, -1.140, -5.402], [-1.447, -2.634, -4.020], [0.761, 1.075, -0.592], [-0.411, -2.965, -1.184], [1.507, -1.117, 1.044], [-3.399, -5.513, 1.965], [-0.945, 0.811, 0.146], [-3.307, -4.141, 0.077], [0.565, -0.900, 0.442], [2.415, 1.498, 1.348], [-4.818, -1.102, 2.563], [3.061, -0.977, -4.899], [-0.437, 5.654, 1.096], [2.861, 0.911, 3.402], [-0.447, 3.092, 0.313], [-1.998, 2.198, 4.245], [-5.068, -0.898, -3.132], [-1.407, 0.685, 4.440], [-1.747, -0.040, -1.689], [-0.036, 5.606, 0.012], [3.022, -1.901, 3.532], [-3.706, -1.141, -2.448], [-1.540, 0.428, 2.284], [-0.376, 4.186, 2.897], [4.911, -0.643, 3.964], [6.344, -1.748, -5.053], [-4.428, -3.503, 3.612], [2.236, 0.272, -3.348], [1.998, 3.624, -0.012], [0.472, 3.229, 0.999], [0.689, -1.467, -1.092], [1.773, -1.846, -1.181], [-3.194, 1.539, -2.569], [0.256, 4.476, 1.988], [4.358, -0.012, -3.153], [4.097, 1.986, 2.506], [-5.739, -1.796, -3.314], [4.459, 0.596, -2.260], [-1.702, 2.261, 1.967], [-3.498, -2.720, -0.574], [4.212, -2.172, -6.278], [4.423, -1.205, 3.097], [-4.916, 2.837, -3.492], [-1.805, -2.683, -2.360], [3.653, -0.671, 0.980], [4.225, -1.553, -5.390], [-2.915, -4.998, -0.560], [-4.589, 1.777, -3.234], [-0.310, -1.458, 0.954], [-2.508, 2.415, -2.331], [0.758, 1.535, 1.950], [2.205, -1.116, 3.733], [-4.156, -3.355, 2.513], [4.200, -0.165, 1.861], [5.222, 0.163, 1.427], [5.117, -2.066, 2.758], [1.177, 2.262, 3.127], [-5.514, 0.542, -3.532], [0.940, 0.253, 2.630], [-3.217, -2.459, -1.995], [-1.081, 1.463, 2.523], [3.124, -0.191, -3.758], [5.409, -1.317, -4.710], [-0.251, 6.690, 1.540], [3.345, 1.124, 2.388], [2.662, -2.647, 2.736], [-6.524, 0.690, -4.033], [3.188, -2.458, 4.522], [0.179, 0.655, 0.317], [1.311, 4.808, 2.323], [0.477, -0.663, -1.874], [-1.172, 1.608, 4.032], [-1.568, 5.476, 1.020], [-4.384, -1.948, 1.914]], "lowdin_charge": [0.01, 0.05, -0.08, 0.09, 0.00, 0.10, 0.59, 0.07, 0.80, 0.07, 0.09, 0.06, -0.03, -0.29, -0.53, 0.09, -0.08, -0.16, 0.08, 0.07, 0.04, 0.00, 0.04, 0.08, 0.05, -0.14, -0.23, 0.08, 0.09, 0.10, 0.09, 0.08, 0.10, 0.50, -0.71, -0.45, 0.08, -0.04, -0.31, -0.14, 0.11, 0.10, 0.11, 0.08, -0.18, 0.10, -0.26, 0.08, -0.98, 0.10, -0.09, 0.09, -0.07, 0.09, 0.09, 0.51, 0.05, -0.09, -0.18, 0.10, 0.09, 0.02, -0.07, 0.01, -0.14, -0.41, -0.07, -0.17, 0.06, -0.30, 0.07, 0.08, 0.06, -0.32, 0.10, 0.06, -0.09, 0.06, -0.07]}

***

# 5
{"formula": "C4H5NO", "method": "wB97M-V/def2-TZVPD", "mol_weight_g_mol": 83.1, "orbital_gap_ev": 9.37, "multiplicity": 1, "species": ["H", "C", "H", "C", "O", "N", "H", "H", "C", "H", "C"], "positions_angstrom": [[-2.477, 0.584, 0.750], [-0.565, -0.252, 0.502], [-2.188, -0.231, -0.812], [-2.015, -0.272, 0.267], [0.059, -1.297, 0.733], [2.471, 0.306, -0.428], [3.086, -0.399, -0.066], [2.849, 1.179, -0.762], [0.197, 0.968, 0.402], [-2.394, -1.197, 0.684], [1.309, 0.485, 0.129]], "lowdin_charge": [0.08, -0.54, 0.10, -0.03, 0.01, 0.15, 0.12, 0.13, 0.06, 0.08, -0.16]}

***

# 6
{"formula": "C3H6N4O", "method": "wB97M-V/def2-TZVPD", "mol_weight_g_mol": 114.1, "orbital_gap_ev": 8.81, "multiplicity": 1, "species": ["H", "N", "N", "N", "H", "N", "H", "C", "C", "H", "H", "H", "C", "O"], "positions_angstrom": [[-1.284, -0.410, -1.853], [1.470, 0.761, 1.575], [0.190, 0.467, 1.148], [1.363, 0.434, -0.904], [-2.142, -1.185, 0.734], [-1.017, -0.220, -0.605], [-2.834, 0.619, 0.218], [2.406, 0.315, 0.987], [-2.277, -0.312, 0.011], [3.393, 0.341, 1.555], [1.188, -0.249, -1.689], [-2.988, -0.502, -0.849], [0.178, 0.189, -0.086], [2.355, -0.245, -0.242]], "lowdin_charge": [0.27, 0.03, 0.09, 0.06, 0.12, -0.08, 0.09, -0.30, -0.17, 0.15, 0.15, 0.08, -0.42, -0.06]}